# C3H7NO3

C3H7NO3 as an isolated structure in a non-equilibrium geometry (ωB97M-V/def2-TZVPD, the OMol25 dataset).

The geometry in XYZ format:
```
14
Properties=species:S:1:pos:R:3:forces:R:3
H -0.9218 -1.7875 0.0389 0.270 0.053 -0.072
H -0.2175 1.1375 1.4731 -0.516 0.089 -0.372
H 1.2669 -1.7622 0.7533 0.412 0.351 -0.224
O -1.7467 0.2219 -1.0285 -0.350 -0.003 0.014
O 0.9989 -0.0932 1.9297 -0.061 -0.850 -1.323
C 0.9616 0.2940 -0.9182 -1.901 1.011 -0.481
H -2.1064 1.1158 -1.1278 0.148 -0.090 0.020
C 0.6854 -0.8815 1.0429 -1.414 -0.622 2.068
C -0.8751 0.2174 -0.0178 2.966 0.266 -1.082
H 0.7342 1.2946 -1.2893 0.066 -0.007 -0.334
H 0.8726 -0.4257 -1.7336 0.138 0.012 0.021
H 1.9782 0.3798 -0.5380 -0.116 -0.376 0.386
N -0.7235 -1.0026 0.6481 0.427 -0.273 0.832
O -0.9068 1.2917 0.7673 -0.070 0.440 0.548
```
Positions in Å, forces in eV/Å.

As for the energy relative to the best compared isomer or geometry (same formula, charge and spin): 89.6 kcal/mol. The value obtained for the total energy is -10854.482 eV.

Let us look at the Löwdin charges, expressed in e, one per atom: 0.13 0.11 0.15 0.12 0.03 -0.03 0.14 -0.30 -0.63 0.04 0.04 0.04 0.09 0.08

# C3H7NO3

A 2-piece molecular cluster, C3H7NO3 overall (ωB97M-V/def2-TZVPD, the OMol25 dataset).

The geometry in XYZ format:
```
14
Properties=species:S:1:pos:R:3:forces:R:3
H 0.2638 1.9782 -1.0123 -0.099 0.052 -0.131
H -0.3127 -1.9935 2.6079 -0.208 0.126 0.031
H -1.2022 0.7119 -2.5493 0.157 0.201 -0.050
H 0.3737 -0.6131 2.8451 -0.202 -0.181 0.288
H 0.5568 0.3031 -2.6312 0.101 0.369 -0.060
O -1.0640 -1.5810 -0.6751 -0.033 -0.371 0.070
C 0.5143 1.5021 -0.0589 0.162 0.025 0.129
O 0.5056 -1.5040 2.5024 0.455 0.196 -0.225
H -0.6643 -0.8859 -3.0429 -0.100 0.002 0.026
N 0.1590 0.1858 0.0206 -0.082 -0.550 -0.666
O 1.0439 2.1061 0.8399 0.073 -0.002 0.104
H 0.4516 -0.3727 0.8178 -0.252 0.081 0.279
C -0.5041 -0.5632 -0.9774 0.297 0.539 0.252
C -0.4374 -0.0465 -2.3895 -0.267 -0.486 -0.048
```
Positions in Å, forces in eV/Å.

As for the energy relative to the best compared isomer or geometry (same formula, charge and spin): 17.9 kcal/mol. The value obtained for the total energy is -10857.590 eV. As for the SMILES: CC(=O)NC=O.O.

Let us look at the Löwdin charges, expressed in e, one per atom: 0.13 0.05 0.09 0.05 0.08 0.10 -0.33 -0.05 0.09 0.13 0.05 0.11 -0.49 -0.01

- What is the energy relative to the best compared isomer or geometry (same formula, charge and spin) in the first record?
  89.6 kcal/mol

- energy relative to the best compared isomer or geometry (same formula, charge and spin) of number 2 (C3H7NO3)?
  17.9 kcal/mol